Entry 1:
C19H39ClFN13O22S | ωB97M-V/def2-TZVPD

The geometry in XYZ format:
```
96
Properties=species:S:1:pos:R:3
C 1.29 3.22 1.85
C 0.61 3.75 3.14
F 1.45 3.42 4.21
C 0.52 5.28 3.12
C 1.10 6.03 4.21
C 1.10 7.39 4.27
C 0.50 8.11 3.19
N 0.39 9.43 3.00
S -0.40 9.66 1.61
N -0.69 8.11 1.14
C -0.12 7.39 2.11
C -0.09 5.95 2.10
Cl -0.86 5.16 0.74
H 2.05 2.51 2.18
H 0.54 2.79 1.21
H 1.75 4.06 1.33
H -0.38 3.32 3.28
H 1.56 5.50 5.03
H 1.56 7.93 5.09
C -1.99 -0.34 0.48
N -0.81 0.50 0.81
O 0.19 0.36 0.14
O -0.94 1.28 1.74
H -1.74 -0.98 -0.36
H -2.23 -0.93 1.36
H -2.81 0.33 0.23
C 4.18 1.15 -1.19
N 3.68 2.44 -0.63
O 2.96 3.11 -1.33
O 4.02 2.73 0.50
H 3.79 1.03 -2.19
H 5.27 1.20 -1.20
H 3.84 0.36 -0.53
C -6.03 1.49 -1.64
N -4.79 0.71 -1.89
O -4.90 -0.46 -2.17
O -3.74 1.31 -1.78
H -6.88 0.82 -1.77
H -5.99 1.87 -0.62
H -6.06 2.30 -2.36
C 2.20 -3.37 -0.86
N 3.17 -2.37 -1.39
O 2.83 -1.68 -2.32
O 4.25 -2.30 -0.83
H 1.29 -3.32 -1.43
H 2.67 -4.35 -0.96
H 2.02 -3.13 0.18
C 6.18 -0.84 1.92
N 5.13 -1.39 2.80
O 5.37 -1.47 3.99
O 4.10 -1.73 2.27
H 7.04 -0.58 2.52
H 6.43 -1.60 1.19
H 5.77 0.04 1.43
C -1.77 -4.47 -4.02
N -0.78 -3.88 -3.09
O -0.29 -2.81 -3.37
O -0.51 -4.51 -2.08
H -1.90 -3.80 -4.86
H -1.38 -5.43 -4.35
H -2.69 -4.59 -3.48
C 6.61 -1.05 6.79
N 7.54 -0.44 7.77
O 8.03 0.63 7.50
O 7.76 -1.07 8.78
H 6.51 -0.38 5.94
H 7.02 -2.01 6.48
H 5.65 -1.19 7.28
C -3.96 6.20 1.99
N -5.07 5.50 2.68
O -4.97 5.32 3.88
O -6.01 5.15 2.00
H -3.19 6.45 2.72
H -3.57 5.53 1.23
H -4.37 7.10 1.54
C -6.03 -6.85 -3.96
N -4.82 -6.01 -3.78
O -3.92 -6.14 -4.58
O -4.83 -5.24 -2.84
H -5.89 -7.48 -4.83
H -6.15 -7.45 -3.06
H -6.88 -6.19 -4.10
C 0.69 -8.80 -4.31
N -0.51 -8.08 -4.82
O -0.34 -6.97 -5.30
O -1.58 -8.64 -4.71
H 1.56 -8.18 -4.47
H 0.53 -8.99 -3.25
H 0.76 -9.73 -4.86
C -2.62 -0.46 -3.63
N -3.36 -0.31 -4.91
O -3.14 -1.10 -5.80
O -4.16 0.61 -4.98
H -1.95 -1.31 -3.72
H -2.06 0.46 -3.47
H -3.35 -0.61 -2.84
```

## Properties
HOMO energy (hartree): -0.32737
LUMO (Eh): -0.0249
Orbital gap (eV): 8.23


Entry 2:
C19H39N2O8P2 | ωB97M-V/def2-TZVPD

The geometry in XYZ format:
```
70
Properties=species:S:1:pos:R:3
C 1.85 -0.59 -2.65
C 1.15 0.42 -2.03
C 0.08 1.25 -2.73
C -1.35 0.81 -2.47
C -1.63 -0.43 -1.94
C -2.97 -0.73 -1.73
N -3.86 0.19 -2.07
N -3.67 1.36 -2.62
C -2.41 1.67 -2.82
H 1.37 -1.53 -2.90
H 2.90 -0.43 -2.91
H 1.30 0.64 -0.97
H 0.27 1.32 -3.80
H 0.17 2.25 -2.31
H -0.86 -1.15 -1.68
H -3.32 -1.66 -1.30
H -4.83 -0.04 -1.88
H -2.21 2.64 -3.27
O 4.98 -3.06 -1.59
P 6.45 -3.25 -1.39
O 6.52 -4.68 -0.63
C 6.30 -5.88 -1.37
C 7.44 -6.19 -2.32
O 6.58 -2.23 -0.10
C 5.57 -1.29 0.24
C 4.55 -1.88 1.20
O 8.09 -3.10 -1.48
C 8.71 -2.61 -2.69
C 8.18 -1.26 -3.10
H 5.36 -5.82 -1.91
H 6.21 -6.68 -0.63
H 7.45 -5.49 -3.16
H 7.34 -7.19 -2.73
H 8.41 -6.10 -1.81
H 5.08 -0.91 -0.66
H 6.07 -0.45 0.71
H 4.24 -2.88 0.88
H 3.67 -1.24 1.26
H 4.98 -1.98 2.20
H 8.58 -3.34 -3.49
H 9.78 -2.55 -2.48
H 7.11 -1.31 -3.36
H 8.71 -0.88 -3.98
H 8.28 -0.54 -2.29
O -5.53 1.50 3.33
P -6.04 2.81 2.87
O -7.24 2.58 1.83
C -8.45 1.95 2.29
C -9.25 2.83 3.23
O -4.91 3.35 1.84
C -3.69 2.64 1.66
C -3.82 1.61 0.55
O -6.40 4.28 3.38
C -6.22 4.63 4.77
C -4.81 4.38 5.25
H -8.21 0.99 2.77
H -9.03 1.73 1.40
H -8.76 2.93 4.19
H -10.24 2.40 3.40
H -9.37 3.83 2.81
H -3.37 2.18 2.59
H -2.94 3.38 1.39
H -4.75 1.04 0.66
H -2.98 0.92 0.58
H -3.85 2.11 -0.41
H -6.94 4.07 5.38
H -6.48 5.68 4.86
H -4.55 3.32 5.21
H -4.70 4.71 6.29
H -4.09 4.92 4.63
```

## Properties
HOMO energy (hartree): -0.40313
LUMO (Eh): -0.1687
Total charge: +1
Orbital gap (eV): 6.38


Number 1: E -4071.6648 Ha. Number 2: E -2141.1907 Ha.